DFT (the ωB97M-V functional and the def2-TZVPD basis) results for a single C28H50N2O9 molecule.

Values from the calculation:
* net charge: 0
* HOMO-LUMO gap: 9.5 eV
* structure (SMILES): CCOC(=O)[C@H](C)C[C@H](C)C(=O)N1CCOCCOCCN(C(=O)[C@H](C)C[C@H](C)C(=O)OCC)CCOCC1
* E: -51256.5411 eV
* max |F|: 0.7 eV/A
* E_LUMO: 0.71 eV

Geometry as XYZ:
```
89
Properties=species:S:1:pos:R:3:forces:R:3:mulliken_charge:R:1
C -5.899 -0.560 -2.595 0.38 0.12 -0.05 -1.524
C -4.391 -0.713 -2.464 -0.28 -0.42 -0.08 0.055
O -3.702 0.457 -2.915 0.00 0.19 0.24 -0.176
C -3.533 0.575 -4.241 -0.02 0.35 -0.12 0.142
O -3.952 -0.212 -5.043 -0.07 -0.11 -0.08 -0.602
C -2.770 1.843 -4.582 0.02 -0.07 -0.28 0.891
C -3.348 2.439 -5.864 0.01 -0.10 0.20 -1.775
C -1.281 1.510 -4.762 -0.12 0.01 0.33 -1.649
C -0.560 1.241 -3.439 0.05 -0.13 -0.34 1.134
C 0.958 1.302 -3.644 -0.16 0.06 0.12 -1.631
C -0.890 -0.161 -2.932 0.15 0.35 0.28 -0.123
O -1.136 -1.068 -3.708 -0.03 -0.22 -0.41 -0.677
N -0.824 -0.380 -1.597 0.02 -0.28 0.16 1.224
C -0.599 0.620 -0.577 -0.36 0.35 0.22 0.607
C -1.926 1.216 -0.058 0.21 0.12 -0.12 -0.890
O -2.402 0.561 1.098 -0.11 -0.33 0.13 -0.367
C -1.870 1.094 2.298 -0.04 -0.10 0.31 0.682
C -2.158 0.136 3.458 -0.10 0.37 -0.26 -0.986
O -1.176 -0.851 3.661 0.16 -0.29 -0.04 -0.377
C 0.020 -0.369 4.247 0.23 -0.04 0.19 0.400
C 0.977 -1.536 4.498 -0.15 0.50 0.18 -1.492
N 1.677 -1.982 3.306 -0.18 0.07 0.20 0.481
C 2.776 -1.270 2.949 -0.01 -0.48 -0.25 0.588
O 3.160 -0.335 3.633 0.22 0.28 0.16 -0.696
C 3.553 -1.722 1.720 0.32 0.12 0.00 1.527
C 4.612 -2.730 2.181 -0.17 0.06 -0.04 -1.930
C 4.229 -0.525 1.047 -0.33 -0.10 0.07 -1.807
C 3.215 0.462 0.453 0.26 0.10 0.07 2.900
C 3.875 1.369 -0.587 -0.11 -0.08 0.10 -1.931
C 2.618 1.321 1.552 -0.21 -0.23 -0.46 -0.578
O 1.440 1.341 1.828 -0.09 0.12 0.08 -0.516
O 3.532 2.080 2.134 0.32 0.13 -0.20 -0.358
C 3.123 2.857 3.259 -0.35 0.26 0.38 -0.111
C 2.392 4.125 2.840 0.17 -0.35 -0.08 -1.067
C 1.123 -3.104 2.583 -0.29 -0.01 -0.59 -1.681
C 0.107 -2.726 1.494 0.02 -0.16 0.19 0.140
O 0.780 -2.298 0.322 0.23 0.12 0.23 -0.154
C 0.094 -2.567 -0.878 -0.37 -0.05 -0.28 -1.242
C -1.156 -1.709 -1.121 0.31 -0.38 -0.12 -1.014
H -6.238 0.319 -2.052 -0.07 0.05 0.07 0.316
H -6.390 -1.440 -2.189 -0.09 -0.09 0.06 0.421
H -6.171 -0.457 -3.643 -0.05 -0.02 -0.04 0.359
H -4.099 -0.832 -1.418 0.04 0.00 -0.09 0.201
H -4.041 -1.566 -3.054 0.02 0.08 0.16 0.332
H -2.887 2.546 -3.751 0.02 -0.06 -0.05 0.400
H -2.793 3.328 -6.154 0.05 0.09 -0.01 0.462
H -4.392 2.710 -5.723 -0.10 0.04 -0.06 0.430
H -3.290 1.706 -6.665 -0.01 -0.03 -0.10 0.326
H -0.799 2.355 -5.259 0.01 0.02 0.00 0.448
H -1.187 0.632 -5.403 0.06 0.05 -0.06 0.436
H -0.871 1.995 -2.713 0.03 -0.01 0.00 0.438
H 1.252 0.582 -4.404 0.04 -0.08 -0.07 0.397
H 1.260 2.295 -3.971 0.05 0.07 -0.02 0.471
H 1.488 1.062 -2.725 0.14 -0.02 0.09 0.134
H -0.076 0.142 0.256 0.03 0.14 -0.07 -1.413
H 0.049 1.409 -0.952 0.05 -0.04 0.02 0.753
H -2.697 1.095 -0.823 0.13 0.10 0.04 0.258
H -1.804 2.287 0.149 -0.02 0.00 -0.01 0.309
H -0.792 1.253 2.198 -0.05 0.04 0.05 -0.257
H -2.348 2.066 2.500 0.06 -0.07 -0.02 0.349
H -2.292 0.717 4.382 -0.01 -0.05 -0.06 0.435
H -3.079 -0.408 3.238 -0.02 0.15 0.06 0.338
H -0.218 0.115 5.207 0.02 -0.04 -0.04 0.538
H 0.516 0.360 3.600 -0.05 -0.03 0.11 -0.197
H 1.734 -1.197 5.211 -0.18 -0.09 -0.01 0.538
H 0.420 -2.374 4.920 0.05 0.00 0.00 0.486
H 2.879 -2.181 0.998 0.07 0.00 0.07 -0.028
H 4.157 -3.586 2.674 0.01 -0.13 0.05 0.373
H 5.291 -2.254 2.886 0.08 0.03 0.08 0.416
H 5.189 -3.087 1.330 0.06 -0.05 -0.06 0.422
H 4.869 -0.896 0.243 0.02 -0.02 -0.01 0.419
H 4.854 -0.002 1.773 0.08 -0.03 -0.06 0.300
H 2.396 -0.099 -0.009 -0.02 0.10 0.12 -0.916
H 4.716 1.895 -0.143 0.09 0.06 -0.01 0.370
H 3.166 2.105 -0.962 -0.03 0.11 -0.09 0.434
H 4.233 0.776 -1.426 0.03 -0.04 -0.08 0.443
H 2.489 2.233 3.895 0.16 0.06 -0.05 0.112
H 4.050 3.092 3.785 -0.11 -0.08 -0.04 0.417
H 3.017 4.718 2.175 0.04 0.10 -0.03 0.326
H 2.154 4.715 3.721 -0.02 0.10 0.10 0.406
H 1.469 3.872 2.325 -0.06 0.03 -0.01 0.127
H 0.605 -3.735 3.310 0.09 0.01 -0.06 0.546
H 1.922 -3.694 2.132 -0.07 -0.05 0.04 0.244
H -0.556 -1.945 1.879 0.02 -0.14 -0.10 -0.054
H -0.492 -3.617 1.263 0.01 0.01 0.00 0.681
H -0.196 -3.628 -0.907 0.05 0.05 0.01 0.406
H 0.815 -2.380 -1.678 -0.12 -0.06 -0.03 0.318
H -1.746 -1.621 -0.207 -0.04 -0.03 0.00 0.517
H -1.749 -2.195 -1.899 0.01 0.02 0.18 0.595
```
Positions in Å, forces in eV/Å.

=====

DFT (the ωB97M-V functional and the def2-TZVPD basis) results for a molecular structure, C28H50P2PrSi in a non-equilibrium geometry.

Values from the calculation:
* net charge: +1
* HOMO-LUMO gap (alpha / beta): 4.3 / 4.4 eV
* <S²>: 2.0069
* multiplicity: 3
* E: -70353.7613 eV
* max |F|: 10.1 eV/A
* E_LUMO (alpha / beta): -3.68 / -3.64 eV

Geometry as XYZ:
```
82
Properties=species:S:1:pos:R:3:forces:R:3:mulliken_charge:R:1
Pr -0.375 0.592 -2.249 -2.29 -0.89 9.75 -0.628
C -0.901 -2.160 0.223 0.65 1.01 -0.48 0.450
C 0.397 -2.539 -0.226 -0.09 1.34 -0.19 1.258
C 0.602 -0.592 0.990 -0.39 -0.59 -1.27 0.796
C -0.776 -0.946 0.955 0.80 -0.27 -0.86 0.192
C 1.331 -1.560 0.230 -1.49 0.41 -0.07 0.159
C -2.138 -2.949 0.033 -0.43 -0.40 0.10 -1.541
H -2.142 -3.453 -0.942 -0.11 -0.05 0.11 0.321
H -3.028 -2.312 0.098 0.06 -0.19 0.00 0.325
H -2.235 -3.731 0.805 -0.11 0.12 -0.24 0.322
C -1.853 -0.143 1.569 -0.44 0.48 0.48 -1.086
H -2.841 -0.589 1.396 0.12 0.09 0.14 0.315
H -1.845 0.875 1.147 -0.21 -0.40 0.35 -0.066
H -1.700 -0.039 2.655 -0.20 -0.05 -0.18 0.374
C 1.148 0.586 1.688 0.06 0.68 0.50 -1.025
H 0.904 0.553 2.764 0.19 0.06 -0.24 0.376
H 0.695 1.504 1.281 0.37 -0.26 0.38 -0.152
H 2.236 0.646 1.577 -0.16 0.09 0.15 0.297
C 2.787 -1.562 -0.011 0.69 -0.21 0.08 -1.432
H 3.240 -2.515 0.304 0.07 0.25 -0.13 0.371
H 3.275 -0.755 0.548 0.00 -0.22 -0.19 0.339
H 3.029 -1.421 -1.077 0.21 -0.08 0.11 0.117
C 0.734 -3.769 -0.967 0.15 -0.74 -0.23 -1.785
H 0.845 -4.635 -0.291 0.01 0.13 -0.28 0.359
H 1.682 -3.660 -1.513 -0.16 -0.11 0.06 0.368
H -0.053 -4.026 -1.693 0.20 -0.10 0.09 0.361
C -1.665 1.796 -3.672 -2.39 2.90 -3.32 0.259
C -1.886 0.315 -4.106 -3.71 0.22 -3.57 -1.334
C -0.955 -0.902 -4.154 -0.90 -1.27 -0.51 -0.262
C 0.513 -0.603 -4.522 0.32 -0.21 0.00 -1.124
C 1.499 -0.142 -3.361 2.74 -2.61 -1.58 1.646
C 1.866 1.304 -3.254 4.22 1.44 -2.11 -1.324
C 1.025 2.494 -2.920 -0.28 1.17 0.63 -0.383
C -0.307 2.686 -3.739 -0.42 0.68 -0.03 -1.175
H -1.363 -1.510 -4.966 0.14 -0.06 0.19 0.718
H 0.538 0.109 -5.355 0.05 0.10 0.27 0.376
H -1.035 -1.589 -3.271 0.21 0.32 -0.23 0.074
H -0.041 2.705 -4.796 0.08 -0.30 -0.05 0.480
H -2.113 2.310 -4.532 0.83 0.02 -0.25 0.630
H -2.327 0.400 -5.126 1.46 -0.04 0.05 0.756
H -0.671 3.707 -3.530 0.05 -0.49 0.20 0.580
H 0.836 2.689 -1.836 -0.06 -0.25 -0.32 0.318
H 2.324 1.548 -4.241 -0.90 -0.37 0.12 0.714
H 1.640 3.353 -3.196 -0.23 -0.02 0.00 0.549
H 0.937 -1.529 -4.931 -0.19 0.12 0.30 0.583
H 2.447 -0.562 -3.709 -0.04 -0.09 0.07 0.449
P -3.945 0.636 -3.501 5.82 0.00 2.43 0.495
C -5.215 0.937 -4.714 -0.91 -0.30 -0.44 -1.057
C -4.117 -0.822 -2.453 -1.13 -0.81 0.14 -0.657
P 4.347 1.748 -2.954 -1.54 -0.36 0.81 0.344
C -2.868 1.847 -2.724 -0.25 -0.74 0.83 -0.665
C 4.985 0.659 -4.277 -0.53 -0.23 -0.04 -0.969
C 4.457 3.355 -3.836 -0.72 -0.08 0.16 -1.002
H -5.919 1.691 -4.325 0.28 -0.15 -0.06 0.388
H -5.785 0.020 -4.934 0.21 0.26 0.12 0.411
H -4.791 1.306 -5.658 0.04 0.03 0.35 0.392
H -3.134 -1.301 -2.297 -0.43 0.47 -0.04 -0.176
H -4.776 -1.578 -2.912 0.10 0.22 0.23 0.515
H -4.519 -0.545 -1.465 0.08 -0.08 -0.38 0.416
H 4.186 3.285 -4.898 0.24 0.12 0.21 0.339
H 5.493 3.702 -3.696 -0.30 -0.07 -0.18 0.396
H 3.787 4.068 -3.334 0.35 -0.01 -0.14 0.307
H -3.130 2.724 -2.141 -0.11 -0.08 -0.22 0.601
H 1.393 -0.797 -2.434 0.08 0.45 -0.45 -1.144
H 6.073 0.609 -4.111 -0.29 0.00 -0.21 0.408
H 4.744 1.018 -5.286 0.23 -0.13 0.19 0.320
H 4.580 -0.353 -4.141 0.30 0.15 -0.04 0.301
C -2.248 5.664 1.416 -0.17 0.09 -0.22 -1.047
Si -1.037 4.326 1.895 0.18 -0.09 0.48 -0.208
C 0.675 5.049 2.139 0.14 0.04 -0.06 -1.034
C -1.610 3.489 3.469 -0.10 -0.04 0.11 -0.955
C -0.938 3.075 0.557 0.22 -0.83 -1.99 -0.351
C -0.803 2.306 -0.415 -0.15 0.89 0.73 -0.164
H -2.578 6.240 2.290 0.09 -0.11 -0.16 0.343
H -3.130 5.209 0.949 0.09 0.14 0.11 0.303
H -1.805 6.362 0.694 -0.10 -0.11 0.10 0.292
H 0.650 5.909 2.820 0.01 -0.15 -0.11 0.348
H 1.367 4.305 2.556 -0.15 0.11 -0.08 0.318
H 1.086 5.384 1.178 -0.06 0.00 0.18 0.306
H -2.443 2.804 3.262 0.15 0.13 0.08 0.294
H -0.806 2.915 3.948 -0.17 0.09 -0.15 0.291
H -1.960 4.244 4.188 0.08 -0.17 -0.10 0.382
```
Positions in Å, forces in eV/Å.

=====

Q: Among the records above, which one has the highest max |F|?
A: C28H50P2PrSi

=====

Q: Which value of net charge does entry 2 give?
A: +1